Record 1
Here is C2AlF6NO4S2 as an isolated structure from the OMol25 dataset. Energies are from ωB97M-V/def2-TZVPD.

The spin multiplicity is 2. Its net charge is +1. The value obtained for the electronic energy is -56312.5860 eV. For the molecular weight, the calculation gives 307.129 g mol⁻¹.

Geometry (Å):
S (1.272, 0.264, 0.431)
S (-1.240, -0.288, -0.431)
Al (-0.398, -2.864, 2.676)
F (2.088, -0.064, -1.964)
F (-2.102, 2.271, -0.773)
F (-3.421, 1.135, 0.418)
F (-1.647, 1.792, 1.298)
F (3.655, -0.677, -0.529)
F (1.777, -1.991, -0.813)
O (-0.933, -0.094, -1.815)
O (0.960, 1.604, -0.112)
O (2.076, 0.286, 1.688)
O (-2.275, -1.263, -0.139)
N (0.065, -0.724, 0.706)
C (2.296, -0.722, -0.775)
C (-2.174, 1.336, 0.134)

Cartesian forces (eV/Å) of the 2 atoms listed first:
S 0.817 2.118 0.279
S -4.540 -0.743 -0.085

Charge distribution, Mulliken scheme, values in e: 0.99, 1.03, 0.96, -0.17, -0.18, -0.18, -0.24, -0.17, -0.18, -0.47, -0.45, -0.41, -0.64, -0.29, 0.68, 0.73



Record 2
Here is C2Br2F3I as an isolated structure from the OMol25 dataset. Energies are from ωB97M-V/def2-TZVPD.

As for the energy above the lowest of the compared OMol25 structures with the same formula, charge and spin: 24.3 kcal/mol. The spin multiplicity is 1. For the molecular weight, the calculation gives 367.728 g mol⁻¹.

Geometry (Å):
I (2.423, -0.578, -0.364)
Br (-0.002, 2.464, -0.997)
Br (0.560, 0.727, 2.110)
F (-1.723, 0.117, 0.191)
F (-0.596, -0.657, -1.481)
F (-0.690, -1.754, 0.359)
C (-0.606, -0.512, -0.157)
C (0.634, 0.193, 0.338)

Cartesian forces (eV/Å) of the 2 atoms listed first:
I -0.308 0.288 0.032
Br 0.759 -1.848 1.063

Charge distribution, Mulliken scheme, values in e: 0.31, -0.17, 0.12, -0.18, -0.18, -0.22, 0.75, -0.44



Record 3
Here is a 2-piece molecular cluster, C2Br2F4O2S overall from the OMol25 dataset. Energies are from ωB97M-V/def2-TZVPD.

As for the energy above the lowest of the compared OMol25 structures with the same formula, charge and spin: 3.0 kcal/mol. The spin multiplicity is 1. For the molecular weight, the calculation gives 323.887 g mol⁻¹.

Geometry (Å):
Br (-1.821, 1.373, 1.259)
Br (1.921, 2.042, -0.169)
S (-3.167, 0.543, -0.297)
F (1.602, 0.164, 1.540)
F (-2.144, -0.612, -1.022)
F (3.124, -0.252, 0.087)
F (0.116, -1.340, 0.154)
O (1.477, -1.156, -1.635)
O (-4.139, -0.191, 0.414)
C (1.903, 0.235, 0.248)
C (1.128, -0.806, -0.578)

Cartesian forces (eV/Å) of the 2 atoms listed first:
Br 0.364 -0.047 -0.029
Br -0.377 1.296 -0.954

Charge distribution, Mulliken scheme, values in e: -0.07, -0.03, 0.67, -0.18, -0.25, -0.21, -0.18, -0.37, -0.36, 0.54, 0.44



Record 4
Here is C2Br2IO2 as an isolated structure from the OMol25 dataset. Energies are from ωB97M-V/def2-TZVPD.

As for the energy above the lowest of the compared OMol25 structures with the same formula, charge and spin: 0.0 kcal/mol. The spin multiplicity is 1. Its net charge is -1. For the molecular weight, the calculation gives 342.732 g mol⁻¹.

Geometry (Å):
I (2.652, -1.289, 0.285)
Br (1.569, 1.688, 1.552)
Br (1.865, 1.458, -1.635)
O (-0.611, -1.248, 0.702)
O (-1.275, 0.426, -0.746)
C (1.165, 0.462, 0.035)
C (-0.768, -0.353, -0.044)

Cartesian forces (eV/Å) of the 2 atoms listed first:
I -0.383 0.558 -0.086
Br -0.186 -0.126 -0.117

Charge distribution, Mulliken scheme, values in e: -0.08, -0.17, -0.19, -0.46, -0.45, -0.57, 0.91



Number 1 is which compound? C2AlF6NO4S2